[1]
The following is a quantum chemistry calculation of a molecular structure, C34H43Cl2N8OSSeZn, from the Open Molecules 2025 dataset.

Structure (XYZ):
```
91
Properties=species:S:1:pos:R:3:forces:R:3:lowdin_charge:R:1
Zn 0.3163 -0.3374 -0.3999 -0.1 -0.2 -0.3 0.406
N 1.2835 2.3983 -3.6006 0.0 0.0 0.0 0.080
C 0.6985 1.5670 -2.7144 -0.1 -0.3 0.1 -0.883
S 1.4455 0.0212 -2.4785 0.0 -0.1 0.2 0.606
N -0.4080 1.9848 -2.1418 -0.1 0.9 -0.2 0.001
N -0.9330 1.1288 -1.2500 0.1 -0.5 0.2 -0.061
C -2.2043 1.0234 -1.1040 0.3 0.3 -0.2 -0.171
C -3.1894 1.8602 -1.8237 -0.1 0.0 -0.2 -0.188
C -3.1487 3.2493 -1.7522 0.0 0.0 0.1 -0.032
C -4.0521 4.0124 -2.4730 0.0 0.1 0.0 -0.067
C -4.9918 3.3988 -3.2892 0.0 0.0 0.0 -0.071
C -5.0301 2.0147 -3.3751 0.0 0.0 -0.1 -0.066
C -4.1407 1.2485 -2.6399 0.1 0.0 0.1 -0.032
C -2.6413 -0.1131 -0.2706 -0.2 -0.2 0.2 -0.210
C -3.9447 -0.2243 0.2031 0.1 0.0 0.0 0.010
C -4.3035 -1.3526 0.9220 0.0 0.0 0.0 -0.027
C -3.3565 -2.3371 1.1534 0.0 0.0 0.0 -0.038
C -2.0762 -2.1441 0.6668 0.0 -0.1 0.0 -0.177
N -1.7260 -1.0657 -0.0290 0.3 0.0 -0.1 0.026
H 1.9631 2.0027 -4.2249 0.0 0.1 0.0 0.083
H 0.7717 3.2136 -3.8970 0.0 0.0 0.0 0.106
H -2.4092 3.7340 -1.1280 0.0 0.0 0.0 0.105
H -4.0105 5.0917 -2.4069 0.0 0.0 0.0 0.108
H -5.6884 3.9985 -3.8596 0.0 0.0 0.0 0.108
H -5.7447 1.5273 -4.0252 0.0 0.0 0.0 0.109
H -4.1619 0.1678 -2.7161 0.0 0.0 0.0 0.123
H -4.6506 0.5701 0.0098 0.0 0.0 0.0 0.125
H -5.3119 -1.4637 1.2978 0.0 0.0 0.0 0.121
H -3.6021 -3.2290 1.7116 0.0 0.0 0.0 0.118
H -1.2953 -2.8745 0.8404 0.0 0.0 0.0 0.111
C 2.3506 -2.6368 5.2783 -0.1 0.1 0.0 -0.109
C 2.2054 -1.2653 5.9331 0.1 0.0 0.0 -0.248
C 3.2155 -0.2485 5.3998 -0.2 0.0 0.0 -0.174
C 2.8854 0.2412 3.9904 0.3 -0.1 0.1 -0.165
N 1.7374 1.1270 3.9710 -0.3 0.0 0.1 -0.031
C 0.5042 0.8311 3.4959 0.0 0.1 0.0 -0.708
Se -0.0012 -0.7460 2.7030 -0.1 -0.1 0.1 0.747
N -0.2706 1.9361 3.6257 0.1 -0.2 0.1 -0.022
C -1.7013 2.0200 3.3723 -0.2 0.0 0.1 -0.145
C -2.5023 2.0803 4.6761 0.2 -0.1 0.0 -0.173
C -2.5209 0.7612 5.4502 -0.1 0.0 -0.1 -0.246
C -3.3209 -0.3337 4.7464 0.1 0.1 0.1 -0.109
C 0.4869 2.9641 4.1709 0.2 0.0 0.0 -0.164
C 0.1900 4.2945 4.4294 -0.1 0.0 0.0 -0.009
C 1.2093 5.0829 4.9382 0.0 0.0 0.0 -0.070
C 2.4799 4.5599 5.1845 0.1 0.0 0.0 -0.068
C 2.7795 3.2346 4.9151 0.1 -0.1 0.0 0.004
C 1.7630 2.4479 4.3945 -0.1 0.2 0.0 -0.154
H 1.7407 -3.3771 5.7955 0.0 0.0 0.0 0.076
H 3.3910 -2.9693 5.3123 0.0 -0.1 0.0 0.073
H 2.0224 -2.6173 4.2365 0.0 0.0 0.0 0.032
H 2.3474 -1.3589 7.0112 0.0 0.0 0.0 0.110
H 1.1873 -0.8938 5.7805 0.0 0.0 0.0 0.091
H 4.2087 -0.7058 5.3795 0.0 0.1 0.0 0.116
H 3.2686 0.6102 6.0732 0.1 0.0 0.0 0.107
H 2.6492 -0.6009 3.3400 0.0 0.0 -0.1 0.062
H 3.7320 0.7900 3.5694 0.0 0.0 -0.1 0.124
H -1.9779 1.1423 2.7908 0.1 0.0 -0.1 0.072
H -1.8871 2.9112 2.7683 0.0 0.0 0.0 0.128
H -3.5304 2.3620 4.4365 0.0 0.1 0.0 0.120
H -2.0790 2.8661 5.3065 -0.1 0.1 0.0 0.105
H -2.9599 0.9505 6.4313 0.1 0.0 0.0 0.110
H -1.4951 0.4187 5.6218 0.0 0.0 0.0 0.097
H -4.3094 0.0374 4.4646 0.0 0.0 0.0 0.077
H -3.4583 -1.1910 5.4056 0.0 0.0 0.0 0.077
H -2.8090 -0.6864 3.8502 0.0 0.0 0.0 0.017
H -0.7883 4.7102 4.2273 0.0 0.0 0.0 0.117
H 1.0204 6.1281 5.1417 0.0 0.0 0.0 0.111
H 3.2532 5.2027 5.5822 0.0 0.0 0.0 0.111
H 3.7673 2.8358 5.1032 0.0 0.0 0.0 0.116
Cl 2.1575 4.4467 -0.5966 -0.1 -0.1 0.0 0.561
C 1.0536 3.6186 0.5006 0.1 0.2 -0.1 -0.957
Cl 1.5790 1.9534 0.8328 0.2 0.1 0.0 0.620
H 0.0688 3.5733 0.0499 0.0 0.0 -0.1 0.008
H 1.0537 4.1522 1.4446 0.0 0.0 0.0 0.019
N 2.0713 -1.3490 0.2135 -0.2 0.0 0.0 0.115
C 3.1915 -1.4449 0.4741 -0.1 0.0 0.0 -0.235
N 4.4619 -1.5783 0.7520 0.1 -0.1 0.0 -0.065
C 5.3703 -0.4428 0.5426 0.2 0.2 0.0 -0.093
C 6.7981 -0.9532 0.4033 -0.1 -0.1 0.0 -0.178
O 7.1434 -1.8077 1.4756 0.0 0.0 0.0 -0.115
C 6.3180 -2.9542 1.4922 -0.1 0.0 -0.1 -0.180
C 4.8739 -2.5638 1.7627 0.2 -0.1 0.1 -0.096
H 5.3143 0.2387 1.3978 -0.1 0.0 0.0 0.126
H 5.0716 0.0920 -0.3582 -0.1 0.0 0.0 0.139
H 7.4884 -0.1130 0.4381 0.0 0.0 -0.1 0.135
H 6.9161 -1.4801 -0.5516 0.0 0.0 0.0 0.134
H 6.6836 -3.6083 2.2808 0.0 0.0 0.0 0.135
H 6.3861 -3.4795 0.5312 0.0 0.0 0.0 0.134
H 4.8032 -2.1322 2.7669 -0.1 0.0 0.0 0.123
H 4.2217 -3.4331 1.6962 0.0 0.0 0.0 0.139
```
Positions in Å, forces in eV/Å.

Energy above the lowest of the compared OMol25 structures with the same formula, charge and spin (eV): 1.200
Calculated total energy (hartree): -7333.912757
Charge: +1

[2]
The following is a quantum chemistry calculation of 6 unconnected molecules or ions with the total composition C34H43ClN7O3P2S2, from the Open Molecules 2025 dataset.

Structure (XYZ):
```
92
Properties=species:S:1:pos:R:3:forces:R:3:lowdin_charge:R:1
C 2.8069 3.6288 2.4627 0.3 -0.2 0.1 -0.129
C 2.4381 2.4612 1.5518 -0.1 0.7 -0.1 -0.659
Cl 3.2371 2.7787 -0.0444 0.0 -0.3 0.3 0.684
C 0.9062 2.4295 1.3069 0.8 0.0 0.5 -0.155
N 0.5637 1.7724 0.0428 -0.3 0.5 1.2 -0.062
C -0.0299 2.4835 -0.9924 -0.3 0.4 -0.3 -0.200
S -0.5343 4.1857 -1.0149 0.2 2.1 0.0 0.651
C -1.8097 4.3295 0.2573 0.3 -1.1 -0.2 -0.103
O -1.0927 4.5027 -2.2967 -0.8 -1.4 -0.3 -0.271
O 0.5555 5.0478 -0.6761 0.5 -0.5 1.0 -0.292
C -0.1795 1.6236 -2.0321 0.1 1.3 1.3 -0.345
O -0.6807 1.8186 -3.2312 0.0 -0.8 -0.1 0.094
N 0.3410 0.4356 -1.5706 -0.6 -2.0 -1.8 -0.127
P 0.3837 -0.9435 -2.6601 1.5 -1.4 -0.9 0.453
S 2.0421 -1.9203 -2.6463 -0.2 0.4 0.4 0.284
C 0.7795 0.4923 -0.2776 -1.3 0.8 0.0 -0.356
P 1.5234 -0.8106 0.7885 1.6 -0.2 0.2 0.991
C 1.0179 -0.4745 2.5607 -1.1 0.0 -0.7 -0.248
C 0.8221 -2.4838 0.4504 -1.0 0.2 0.8 -0.302
H 3.8968 3.7132 2.5204 -0.2 -0.1 0.0 0.084
H 2.4289 4.5674 2.0493 0.0 -0.2 0.2 0.062
H 2.4475 3.4888 3.4879 -0.2 0.1 -0.2 0.086
H 2.8314 1.5285 1.9567 0.0 0.0 -0.4 0.069
H 0.3634 1.9553 2.1253 0.2 0.0 -0.1 0.119
H 0.6010 3.4768 1.3012 -0.1 -0.2 -0.5 0.094
H -2.3192 3.3576 0.2764 -0.1 0.3 0.1 0.075
H -1.3082 4.4935 1.2128 -0.2 0.2 -0.1 0.061
H -2.5295 5.1050 -0.0051 0.4 0.1 -0.1 0.083
H -1.4990 2.3437 -3.1463 0.1 0.0 -0.3 0.110
H -0.7423 -1.7646 -2.4174 -0.1 0.7 0.3 0.005
H 0.1756 -0.3937 -3.9385 -0.5 0.4 0.6 0.014
H 0.8370 -1.4429 3.0405 0.4 0.0 -0.3 0.017
H 1.7767 0.0828 3.1076 -0.1 0.0 -0.1 0.038
H 0.0393 0.0179 2.5753 0.2 0.0 0.3 0.045
H 0.3415 -2.6032 -0.5165 0.3 -0.1 0.1 -0.028
H 1.6231 -3.2096 0.6098 0.0 0.2 -0.4 0.049
H 0.0649 -2.6997 1.2164 0.0 0.1 -0.2 0.017
N 2.0611 -5.3650 -5.4764 0.1 0.1 -0.1 0.052
C 2.2538 -4.0454 -5.4760 -0.1 -0.1 0.1 -0.186
C 3.0161 -3.3774 -6.4218 0.0 0.0 0.0 -0.075
C 3.6167 -4.1213 -7.4245 0.1 0.0 -0.1 -0.080
C 3.4306 -5.4935 -7.4418 0.0 0.0 0.0 -0.072
C 2.6458 -6.0625 -6.4498 -0.1 -0.1 0.1 -0.155
H 1.7677 -3.5042 -4.6702 0.1 -0.1 -0.2 0.007
H 3.1363 -2.3032 -6.3727 0.0 0.0 0.0 0.099
H 4.2214 -3.6383 -8.1818 0.0 0.0 0.0 0.106
H 3.8825 -6.1099 -8.2068 0.0 0.0 0.0 0.103
H 2.4700 -7.1324 -6.4259 0.0 0.0 -0.1 0.103
N 1.3547 6.1532 4.0496 0.0 0.2 0.0 0.042
C 1.1515 6.9750 3.0170 0.0 -0.2 0.1 -0.163
C 1.4778 8.3210 3.0258 0.0 0.0 0.0 -0.063
C 2.0452 8.8502 4.1732 0.0 0.1 0.0 -0.070
C 2.2638 8.0170 5.2573 0.0 0.0 0.0 -0.065
C 1.9039 6.6833 5.1435 -0.1 -0.2 0.0 -0.151
H 0.7028 6.5198 2.1387 0.0 0.1 -0.1 0.091
H 1.2922 8.9375 2.1570 0.0 0.0 0.0 0.106
H 2.3138 9.8978 4.2214 0.0 0.0 0.0 0.110
H 2.7040 8.3914 6.1711 0.0 0.0 0.0 0.105
H 2.0601 5.9942 5.9664 0.0 0.1 0.0 0.104
N -2.6353 -3.1525 1.3026 0.0 -0.1 -0.2 0.043
C -3.4168 -2.8318 0.2699 0.1 0.1 0.1 -0.172
C -4.0722 -3.7617 -0.5209 0.0 0.0 0.0 -0.074
C -3.9053 -5.1057 -0.2269 0.0 -0.1 -0.1 -0.069
C -3.0971 -5.4616 0.8395 0.0 0.1 0.0 -0.060
C -2.4894 -4.4513 1.5696 0.1 0.1 0.1 -0.152
H -3.5163 -1.7680 0.0748 -0.1 0.0 0.0 0.087
H -4.6963 -3.4422 -1.3447 0.0 0.0 0.0 0.100
H -4.3988 -5.8644 -0.8208 0.0 0.0 0.0 0.111
H -2.9408 -6.4989 1.1011 0.0 0.0 0.0 0.107
H -1.8503 -4.6833 2.4153 0.0 -0.1 0.0 0.103
N -3.6968 1.1227 -3.5623 -0.1 0.2 0.1 0.040
C -4.6029 0.5046 -2.8003 0.2 0.0 0.0 -0.157
C -5.9585 0.4840 -3.0797 0.0 0.0 0.0 -0.064
C -6.4050 1.1451 -4.2127 -0.1 0.0 0.0 -0.062
C -5.4834 1.7945 -5.0168 0.0 0.0 0.0 -0.056
C -4.1482 1.7524 -4.6506 0.2 0.0 0.0 -0.144
H -4.2093 0.0025 -1.9222 -0.1 0.0 0.0 0.088
H -6.6465 -0.0357 -2.4272 0.0 0.0 0.0 0.106
H -7.4575 1.1536 -4.4654 0.0 0.0 0.0 0.113
H -5.7919 2.3216 -5.9087 0.0 0.0 0.0 0.110
H -3.3919 2.2439 -5.2532 -0.1 0.0 -0.1 0.109
N 1.3502 -4.1426 3.9466 0.0 0.0 0.0 0.044
C 1.8410 -5.3822 3.9971 -0.1 0.1 -0.2 -0.153
C 2.3290 -5.9687 5.1540 0.0 0.1 0.0 -0.063
C 2.3105 -5.2271 6.3243 0.0 0.0 0.1 -0.069
C 1.8064 -3.9373 6.2917 0.0 0.0 0.0 -0.064
C 1.3411 -3.4487 5.0821 -0.1 0.1 -0.1 -0.167
H 1.8383 -5.9237 3.0575 0.0 -0.1 0.0 0.104
H 2.7132 -6.9791 5.1377 0.0 0.0 0.0 0.106
H 2.6834 -5.6488 7.2489 0.0 0.0 0.0 0.111
H 1.7741 -3.3253 7.1825 0.0 0.0 0.0 0.105
H 0.9321 -2.4461 5.0095 0.0 0.0 0.1 0.088
```
Positions in Å, forces in eV/Å.

Calculated total energy (hartree): -3869.382443
Charge: +1